# 1
Molecular formula: C5H8N3
Method: DFT, ωB97M-V with the def2-TZVPD basis set

The charge is +1. The structure (SMILES) is N#C/C=C\CC(N)=[NH2+]. Its LUMO energy is -4.3563 eV.

Each line ends with the Löwdin charge.
Cartesian coordinates (Å):
N  -0.176  1.223  -2.207  0.178
C  -0.634  1.496  -1.196  -0.211
C  -0.913  1.837  0.203  -0.060
C  -0.874  0.930  1.201  -0.050
C  -0.414  -0.516  1.038  -0.101
C  0.511  -0.692  -0.068  -0.319
N  -0.004  -1.635  -0.962  0.192
N  1.791  -0.282  -0.262  0.221
H  -1.098  2.894  0.381  0.120
H  -1.293  1.344  2.106  0.121
H  -1.355  -1.111  1.059  0.155
H  0.041  -0.792  1.970  0.136
H  -0.936  -2.050  -1.003  0.144
H  0.605  -1.950  -1.760  0.155
H  2.426  0.073  0.492  0.175
H  2.322  -0.769  -0.992  0.144

Atoms 1-3, force components in eV/Å:
N -0.140 -0.237 -0.848
C 0.470 0.648 1.761
C 0.107 -0.646 -0.521

# 2
Molecular formula: C14H19F2N2O18PS7
Method: DFT, ωB97M-V with the def2-TZVPD basis set

Its LUMO energy is -1.4900 eV.

Each line ends with the Löwdin charge.
Cartesian coordinates (Å):
O  1.767  -2.307  -2.059  -0.275
S  1.365  -0.950  -1.849  0.627
O  1.761  -0.100  -2.921  -0.270
F  2.006  -0.546  -0.451  -0.207
C  -0.426  -0.952  -1.748  -0.243
C  -0.985  -2.205  -1.715  0.021
C  -2.407  -2.313  -1.630  -0.303
N  -3.179  -3.421  -1.604  -0.202
S  -4.708  -2.939  -1.504  1.082
N  -4.584  -1.298  -1.503  -0.161
C  -3.254  -1.142  -1.568  -0.305
C  -2.617  0.146  -1.606  -0.220
F  -3.350  1.263  -1.546  0.080
C  -1.249  0.259  -1.708  -0.268
P  -0.554  1.968  -1.796  0.437
S  1.014  2.283  -0.696  0.201
H  -0.366  -3.102  -1.775  0.129
H  -1.556  2.868  -1.354  0.009
H  -0.330  2.327  -3.149  -0.024
C  3.848  2.760  2.940  -0.174
C  4.762  3.941  3.195  -0.170
O  4.026  5.075  2.732  -0.186
S  2.452  4.825  2.967  0.604
O  2.071  5.462  4.175  -0.217
O  1.777  5.044  1.741  -0.224
O  2.534  3.238  3.239  -0.199
H  3.871  2.459  1.889  0.131
H  4.093  1.905  3.566  0.133
H  5.709  3.857  2.667  0.136
H  4.952  4.072  4.263  0.134
C  -1.990  -6.916  1.991  -0.154
C  -1.132  -5.677  2.142  -0.172
O  -1.944  -4.611  1.633  -0.195
S  -3.489  -4.927  1.938  0.601
O  -3.875  -4.235  3.113  -0.208
O  -4.202  -4.803  0.717  -0.285
O  -3.322  -6.483  2.302  -0.180
H  -1.983  -7.281  0.962  0.133
H  -1.683  -7.716  2.660  0.137
H  -0.199  -5.747  1.588  0.141
H  -0.917  -5.464  3.185  0.100
C  0.316  -1.041  3.681  -0.153
C  1.520  -1.557  2.923  -0.163
O  2.149  -2.477  3.825  -0.183
S  1.025  -3.186  4.729  0.622
O  0.712  -4.449  4.152  -0.232
O  1.387  -3.045  6.091  -0.205
O  -0.180  -2.178  4.400  -0.180
H  0.599  -0.276  4.406  0.136
H  -0.451  -0.645  3.019  0.139
H  2.208  -0.764  2.642  0.131
H  1.220  -2.110  2.029  0.129
C  0.267  4.310  -6.716  -0.162
C  -0.291  5.716  -6.633  -0.164
O  -1.386  5.617  -5.715  -0.183
S  -1.056  4.494  -4.614  0.573
O  -0.547  5.130  -3.454  -0.216
O  -2.139  3.578  -4.568  -0.232
O  0.174  3.798  -5.383  -0.196
H  -0.341  3.679  -7.368  0.135
H  1.299  4.294  -7.058  0.137
H  -0.632  6.086  -7.597  0.137
H  0.441  6.410  -6.215  0.136

Atoms 1-3, force components in eV/Å:
O -0.285 -0.107 1.162
S 0.845 -1.381 -2.242
O -0.223 1.128 0.981

# 3
Molecular formula: C2H3ClN
Method: DFT, ωB97M-V with the def2-TZVPD basis set

The charge is +1. Its LUMO energy (alpha / beta) is -6.0646 / -7.1140 eV.

Each line ends with the Löwdin charge.
Cartesian coordinates (Å):
C  1.449  -0.242  -0.586  0.320
C  -0.773  0.295  0.301  -0.578
N  0.389  0.015  -0.261  -0.018
Cl  -0.735  1.075  1.891  0.692
H  2.445  -0.257  -1.138  0.188
H  -1.389  0.791  -0.461  0.103
H  -1.386  -1.677  0.253  0.292

Atoms 1-3, force components in eV/Å:
C 2.117 0.271 -1.867
C -3.077 -0.340 1.152
N 2.416 -0.570 0.259

# 4
Molecular formula: C17H26N2O2
Method: DFT, ωB97M-V with the def2-TZVPD basis set

The structure (SMILES) is COc1ccc(CN2CCN(C(=O)CC(C)C)CC2)cc1. Its LUMO energy is 0.6908 eV.

Each line ends with the Löwdin charge.
Cartesian coordinates (Å):
C  3.997  -1.704  -4.086  -0.093
O  2.789  -1.240  -4.636  -0.087
C  1.684  -1.196  -3.838  -0.279
C  0.512  -0.748  -4.447  -0.003
C  -0.662  -0.665  -3.728  -0.037
C  -0.703  -1.031  -2.388  -0.238
C  -1.976  -0.961  -1.589  -0.161
N  -1.747  -0.328  -0.305  -0.177
C  -1.377  1.068  -0.402  -0.158
C  -0.705  1.476  0.919  -0.122
N  -1.327  0.774  2.020  -0.047
C  -0.717  0.271  3.122  -0.459
O  -1.341  -0.375  3.945  0.047
C  0.754  0.584  3.319  -0.092
C  0.990  2.038  3.753  -0.429
C  2.487  2.338  3.787  -0.078
C  0.363  2.290  5.121  -0.064
C  -2.722  0.469  1.790  -0.118
C  -2.859  -0.507  0.613  -0.155
C  0.466  -1.473  -1.786  -0.031
C  1.652  -1.556  -2.494  -0.015
H  4.338  -1.066  -3.264  0.094
H  4.724  -1.665  -4.896  0.092
H  3.907  -2.736  -3.731  0.095
H  0.550  -0.469  -5.488  0.117
H  -1.560  -0.315  -4.216  0.111
H  -2.328  -1.979  -1.387  0.131
H  -2.760  -0.444  -2.172  0.126
H  -0.667  1.190  -1.221  0.123
H  -2.250  1.712  -0.612  0.126
H  -0.797  2.562  1.057  0.123
H  0.353  1.221  0.871  0.115
H  1.318  0.363  2.412  0.109
H  1.109  -0.080  4.110  0.129
H  0.519  2.708  3.026  0.121
H  2.933  2.204  2.803  0.074
H  2.661  3.363  4.104  0.076
H  2.990  1.673  4.486  0.081
H  0.462  3.336  5.401  0.078
H  -0.692  2.029  5.112  0.076
H  0.854  1.682  5.878  0.086
H  -3.253  1.404  1.581  0.125
H  -3.123  0.030  2.704  0.120
H  -2.828  -1.540  0.973  0.125
H  -3.833  -0.341  0.119  0.122
H  0.442  -1.750  -0.743  0.117
H  2.541  -1.904  -1.991  0.101

Atoms 1-3, force components in eV/Å:
C 0.188 -0.073 0.096
O -0.324 0.103 -0.059
C -0.163 0.063 -0.071